A 3-piece molecular cluster, C3H11NO4 overall at a distorted geometry, computed with ωB97M-V/def2-TZVPD.

## Properties
LUMO   0.393 eV
Energy relative to the best compared isomer or geometry (same formula, charge and spin)   1.907 eV
HOMO energy   -9.86 eV
Gap between HOMO and LUMO   10.252 eV

CARTESIAN COORDINATES (ANGSTROEM)
O 1.6369 3.2264 -2.9784
O 0.2141 0.1047 -0.6719
O 4.1514 0.0624 1.7982
O 0.2763 -2.0869 -0.7398
N -2.6656 -0.0805 -0.6587
C -1.8488 -1.0299 1.5315
C -0.3766 -1.1132 -0.4463
C -1.7864 -1.0732 -0.0233
H -1.3716 -0.1354 1.9322
H -2.3939 0.8677 -0.4418
H 1.8372 2.4196 -2.4928
H -1.6340 -2.0701 1.7157
H -2.2208 -2.1273 -0.2426
H 4.3715 0.8219 2.3490
H 1.9262 3.9338 -2.3945
H 1.1688 -0.0205 -0.7850
H -2.4654 -0.0782 -1.6609
H -2.9501 -0.9761 1.7521
H 4.1309 -0.6453 2.4574

Here are the natural (NBO) charges for atoms 1 to 6, given in e:
1 O -0.933
2 O -0.714
3 O -0.934
4 O -0.584
5 N -0.803
6 C -0.623